The following is a DFT calculation (wB97M-V/def2-TZVPD) of a structure of composition C32H38BN6O9PReTe in a non-equilibrium geometry.

The geometry in XYZ format:
```
89
Properties=species:S:1:pos:R:3:forces:R:3:lowdin_charge:R:1
Re 0.544 -0.742 1.391 0.88 -1.39 1.28 1.161
O 4.752 -1.024 1.008 -0.09 0.11 -0.15 0.202
C 3.515 -0.981 1.437 0.30 -0.39 0.58 -0.453
O 2.588 -0.445 0.856 -0.52 0.81 -1.15 -0.055
C 3.224 -1.598 2.727 0.15 0.08 -0.14 -0.173
C 4.172 -2.199 3.530 0.03 -0.06 0.16 0.061
C 3.770 -2.663 4.767 0.23 -0.11 0.11 0.009
C 2.458 -2.458 5.156 -0.06 0.07 -0.01 0.046
C 1.570 -1.837 4.294 -0.12 -0.02 0.13 -0.139
N 1.928 -1.447 3.057 -0.65 0.26 -0.90 0.052
C 0.161 -1.480 4.635 0.37 -0.29 0.21 -0.459
O -0.347 -1.796 5.823 0.02 0.03 -0.13 0.177
O -0.494 -0.906 3.814 -0.60 0.56 -0.27 0.060
H 4.829 -0.566 0.153 0.03 -0.01 0.02 0.168
H 5.196 -2.288 3.194 -0.02 0.02 -0.04 0.143
H 4.472 -3.149 5.431 -0.02 0.00 -0.01 0.134
H 2.151 -2.781 6.142 -0.02 0.02 -0.02 0.131
H 0.300 -2.178 6.429 -0.03 -0.02 0.00 0.118
C -2.434 1.537 -6.846 -0.01 0.05 -0.01 -0.056
C -2.819 0.233 -6.140 0.05 -0.04 0.03 -0.558
C -4.200 0.418 -5.502 -0.01 0.05 0.03 -0.056
C -2.898 -0.894 -7.183 0.03 -0.03 0.01 -0.033
C -1.775 -0.170 -5.092 -0.05 -0.06 -0.04 -0.145
C -0.426 0.174 -5.244 0.08 0.00 0.05 0.002
C 0.572 -0.245 -4.364 -0.04 0.09 -0.13 0.038
C 0.161 -1.024 -3.313 0.31 -0.03 0.13 -0.186
O 0.926 -1.592 -2.281 -0.22 -0.08 0.04 0.136
B -0.002 -2.270 -1.539 0.07 0.14 -0.15 -0.927
O -1.286 -2.174 -2.005 0.19 0.04 0.01 0.125
C -1.159 -1.366 -3.145 -0.25 -0.15 0.09 -0.164
C -2.150 -0.968 -4.004 -0.07 0.08 -0.09 0.078
H -3.243 1.834 -7.514 0.03 0.00 0.01 0.092
H -1.539 1.430 -7.461 -0.03 0.00 0.02 0.079
H -2.271 2.348 -6.132 -0.01 -0.03 -0.02 0.095
H -4.897 0.797 -6.251 0.02 -0.02 0.02 0.091
H -4.168 1.136 -4.679 0.00 -0.02 -0.03 0.095
H -4.617 -0.520 -5.130 0.01 0.02 -0.01 0.076
H -3.661 -0.664 -7.929 0.03 0.00 0.02 0.094
H -3.155 -1.847 -6.713 -0.01 0.04 -0.02 0.089
H -1.943 -1.018 -7.698 -0.03 0.00 0.02 0.092
H -0.129 0.788 -6.083 -0.01 -0.03 0.03 0.112
H 1.610 0.021 -4.508 -0.03 0.00 -0.01 0.130
H -3.174 -1.271 -3.841 0.03 0.00 0.01 0.128
C 1.145 2.227 3.282 0.03 -0.04 -0.08 0.019
C 0.652 2.357 1.884 -0.17 -0.02 0.06 -0.305
N 0.312 1.345 1.099 -0.11 0.05 0.23 -0.073
C -0.152 1.877 -0.098 0.07 -0.16 0.16 -0.082
C -0.081 3.224 -0.020 0.07 0.01 0.06 -0.027
N 0.432 3.513 1.227 -0.03 0.29 -0.09 0.007
C 0.715 4.874 1.706 0.05 -0.12 -0.07 -0.047
N 2.074 5.037 2.100 -0.15 0.03 0.20 -0.066
N 2.408 5.053 3.427 0.30 0.05 -0.20 0.053
N 3.672 5.180 3.537 -0.25 -0.03 -0.32 0.093
C 4.217 5.256 2.260 0.30 0.01 0.42 -0.223
C 5.546 5.415 1.856 0.05 0.00 0.00 -0.001
C 5.785 5.474 0.503 -0.05 0.00 -0.02 -0.069
C 4.732 5.380 -0.436 0.03 -0.01 0.05 -0.068
C 3.420 5.219 -0.049 0.03 -0.01 0.05 -0.011
C 3.195 5.162 1.332 -0.19 -0.01 -0.24 -0.177
H 0.639 1.383 3.747 -0.01 -0.01 0.00 0.065
H 0.954 3.125 3.865 -0.01 -0.01 -0.02 0.075
H 2.223 2.049 3.301 0.00 0.04 0.00 0.094
H -0.504 1.262 -0.910 0.02 0.01 0.04 0.114
H -0.353 3.992 -0.723 0.03 -0.01 0.03 0.133
H 0.082 5.124 2.552 0.00 -0.03 0.09 0.148
H 0.488 5.541 0.878 -0.07 0.05 0.01 0.145
H 6.341 5.498 2.584 -0.02 0.01 -0.02 0.121
H 6.796 5.607 0.143 -0.02 0.00 -0.01 0.110
H 4.965 5.447 -1.491 0.00 0.00 0.02 0.110
H 2.620 5.157 -0.775 0.02 0.00 0.03 0.106
C -4.806 -4.415 -0.127 -0.08 0.01 -0.03 -0.050
C -3.315 -4.236 -0.090 0.08 0.04 0.01 -0.221
O -3.028 -2.979 0.628 -0.13 -0.05 -0.37 -0.204
P -1.675 -2.593 1.265 0.21 0.23 0.13 0.258
O -1.547 -1.073 1.297 0.34 -0.03 -0.33 -0.421
Te 0.454 -3.344 0.321 -0.16 0.07 0.10 1.320
O -1.542 -3.315 2.640 -0.32 -0.25 0.31 -0.298
C -2.690 -3.524 3.556 0.04 0.15 0.09 -0.189
C -3.227 -4.924 3.433 0.08 -0.08 -0.07 -0.045
H -5.039 -5.308 -0.708 -0.01 0.02 0.02 0.099
H -5.281 -3.558 -0.602 0.00 -0.02 -0.01 0.094
H -5.224 -4.536 0.872 0.00 0.00 -0.01 0.078
H -2.894 -4.125 -1.087 0.02 0.05 0.01 0.116
H -2.811 -5.055 0.425 0.01 0.01 0.06 0.116
H -3.441 -2.763 3.352 -0.01 0.02 -0.03 0.131
H -2.281 -3.337 4.544 0.08 0.04 0.00 0.114
H -3.827 -5.055 2.536 0.00 -0.01 -0.01 0.056
H -3.857 -5.146 4.295 -0.01 0.03 -0.03 0.099
H -2.409 -5.645 3.418 -0.02 -0.01 0.06 0.095
```
Forces are in eV/Å.

Calculated values
ΔE to the lowest compared entry with this formula, charge and spin: 52.07 kcal per mole
total charge: +2
calculated total energy: -80548.1044 eV
spin multiplicity: 2